Density functional theory data (ωB97M-V/def2-TZVPD) for 2 unconnected molecules or ions with the total composition C57H65F3N5 at a distorted geometry.

CARTESIAN COORDINATES (ANGSTROEM)
C (2.171, 3.967, 2.272)
C (0.748, 4.491, 2.271)
C (0.603, 5.915, 1.753)
C (0.065, 4.278, 3.619)
C (0.402, 5.114, 4.682)
C (-0.220, 4.952, 5.926)
C (-1.336, 4.120, 6.049)
C (-1.714, 3.304, 4.977)
C (-3.030, 2.529, 5.023)
C (-4.156, 3.346, 5.651)
C (-2.855, 1.171, 5.668)
C (-0.895, 3.269, 3.830)
N (-1.275, 2.477, 2.697)
N (-1.784, 3.225, 1.691)
N (-2.319, 2.331, 0.840)
C (-3.243, 2.779, -0.149)
C (-2.754, 3.604, -1.179)
C (-1.324, 4.160, -1.180)
C (-1.246, 5.677, -1.354)
C (-0.474, 3.431, -2.216)
C (-3.586, 3.787, -2.286)
C (-4.855, 3.214, -2.320)
C (-5.368, 2.566, -1.199)
C (-4.592, 2.375, -0.061)
C (-5.219, 1.756, 1.195)
C (-5.626, 0.310, 0.945)
C (-6.430, 2.554, 1.693)
C (-2.117, 1.022, 1.258)
C (-2.445, -0.097, 0.413)
C (-2.637, -1.379, 0.998)
C (-2.546, -2.505, 0.208)
C (-2.508, -2.379, -1.173)
C (-2.309, -3.619, -2.010)
F (-2.173, -3.344, -3.340)
F (-1.181, -4.316, -1.640)
F (-3.373, -4.499, -1.913)
C (-2.581, -1.140, -1.798)
C (-2.512, 0.000, -1.013)
C (-1.453, 1.072, 2.481)
C (-0.861, 0.017, 3.188)
H (2.178, 2.922, 2.596)
H (2.577, 4.007, 1.259)
H (2.825, 4.533, 2.942)
H (0.220, 3.852, 1.569)
H (-0.457, 6.194, 1.702)
H (1.112, 6.648, 2.391)
H (1.018, 5.974, 0.741)
H (1.174, 5.886, 4.539)
H (0.110, 5.560, 6.774)
H (-1.912, 4.101, 6.983)
H (-3.319, 2.343, 3.982)
H (-4.170, 4.356, 5.227)
H (-5.113, 2.869, 5.417)
H (-4.052, 3.426, 6.740)
H (-2.155, 0.572, 5.083)
H (-2.457, 1.244, 6.686)
H (-3.810, 0.639, 5.686)
H (-0.927, 3.938, -0.186)
H (-1.824, 6.190, -0.576)
H (-0.207, 6.023, -1.270)
H (-1.626, 5.996, -2.333)
H (-0.489, 2.350, -2.022)
H (-0.866, 3.611, -3.228)
H (0.570, 3.767, -2.166)
H (-3.233, 4.353, -3.151)
H (-5.449, 3.259, -3.238)
H (-6.393, 2.201, -1.207)
H (-4.465, 1.781, 1.991)
H (-4.774, -0.289, 0.625)
H (-6.014, -0.150, 1.860)
H (-6.373, 0.245, 0.146)
H (-6.212, 3.627, 1.753)
H (-7.295, 2.413, 1.031)
H (-6.723, 2.221, 2.698)
H (-2.809, -1.453, 2.073)
H (-2.485, -3.480, 0.672)
H (-2.632, -1.118, -2.880)
H (-2.438, 0.959, -1.520)
H (-0.765, -0.908, 2.640)
H (-0.484, 0.133, 4.201)
C (-4.408, -7.183, 5.969)
C (-5.456, -6.760, 4.935)
N (-4.772, -6.357, 3.726)
C (-5.353, -6.352, 2.394)
C (-4.261, -5.716, 1.513)
C (-3.156, -5.362, 2.462)
C (-1.895, -4.809, 2.317)
C (-1.144, -4.396, 3.468)
C (0.157, -3.770, 3.307)
C (1.311, -4.508, 3.718)
C (2.622, -4.131, 3.242)
C (3.726, -4.912, 3.540)
C (3.567, -6.009, 4.406)
N (4.755, -6.561, 4.758)
C (4.891, -7.684, 5.653)
C (3.640, -7.850, 6.511)
C (2.310, -7.645, 5.756)
C (2.321, -6.456, 4.860)
C (1.217, -5.708, 4.489)
C (5.867, -5.927, 4.071)
C (5.180, -4.847, 3.199)
C (-1.640, -4.766, 4.751)
C (-2.783, -5.543, 4.903)
C (-3.569, -5.732, 3.750)
C (-3.283, -6.150, 6.169)
H (-4.897, -7.382, 6.927)
H (-3.955, -8.117, 5.621)
H (-6.172, -7.568, 4.704)
H (-6.021, -5.894, 5.337)
H (-5.631, -7.359, 2.052)
H (-6.289, -5.781, 2.385)
H (-3.950, -6.432, 0.746)
H (-4.647, -4.840, 0.976)
H (-1.421, -4.715, 1.334)
H (0.326, -2.984, 2.555)
H (2.662, -3.261, 2.584)
H (5.093, -8.620, 5.096)
H (5.777, -7.529, 6.289)
H (3.662, -8.850, 6.951)
H (3.685, -7.126, 7.331)
H (2.110, -8.561, 5.181)
H (1.492, -7.539, 6.479)
H (0.229, -6.075, 4.730)
H (6.579, -5.466, 4.774)
H (6.444, -6.670, 3.495)
H (5.356, -5.108, 2.153)
H (5.624, -3.863, 3.360)
H (-1.052, -4.466, 5.621)
H (-3.637, -5.358, 6.844)
H (-2.451, -6.640, 6.689)

**Charge**: +1
**Kohn-Sham gap**: 3.72 eV
**E_LUMO**: -4.2 eV

---

Density functional theory data (ωB97M-V/def2-TZVPD) for a molecular structure, C57H72N2O4RuS3 at a distorted geometry.

CARTESIAN COORDINATES (ANGSTROEM)
Ru (2.224, 0.047, 0.146)
C (2.101, 2.642, 2.666)
O (1.344, 1.769, 1.857)
C (0.033, 1.650, 2.300)
C (-0.259, 0.807, 3.368)
C (0.760, -0.189, 3.865)
C (0.312, -1.574, 3.468)
C (-0.624, -2.243, 4.229)
C (-1.139, -3.477, 3.857)
C (-0.653, -4.034, 2.678)
C (0.316, -3.426, 1.918)
C (0.778, -4.073, 0.637)
C (-0.041, -3.456, -0.463)
C (-1.361, -3.832, -0.665)
C (-2.168, -3.181, -1.584)
C (-1.648, -2.062, -2.231)
C (-0.328, -1.667, -2.072)
C (0.247, -0.477, -2.801)
C (-0.386, 0.854, -2.467)
C (-0.762, 1.712, -3.479)
C (-1.125, 3.031, -3.231)
C (-1.141, 3.433, -1.900)
C (-0.786, 2.613, -0.847)
C (-0.645, 3.271, 0.515)
C (-0.965, 2.432, 1.716)
C (-2.222, 2.461, 2.300)
C (-2.507, 1.730, 3.452)
C (-1.524, 0.880, 3.937)
C (-3.849, 1.899, 4.157)
C (-3.967, 1.059, 5.434)
C (-4.989, 1.475, 3.225)
C (-4.012, 3.371, 4.570)
C (-0.362, 1.272, -1.100)
O (0.035, 0.470, -0.180)
C (-1.350, 4.062, -4.329)
C (-1.356, 3.455, -5.733)
C (-2.690, 4.784, -4.139)
C (-0.205, 5.086, -4.251)
C (0.485, -2.415, -1.220)
O (1.851, -2.173, -1.158)
C (2.562, -3.011, -2.045)
C (-3.584, -3.651, -1.899)
C (-4.580, -2.532, -1.575)
C (-3.654, -4.016, -3.391)
C (-4.003, -4.889, -1.097)
C (0.850, -2.150, 2.277)
O (1.817, -1.622, 1.630)
C (-2.218, -4.210, 4.635)
C (-1.684, -5.579, 5.081)
C (-3.442, -4.395, 3.723)
C (-2.678, -3.446, 5.877)
H (1.909, 3.691, 2.389)
H (3.152, 2.390, 2.505)
H (1.855, 2.513, 3.726)
H (0.858, -0.119, 4.953)
H (1.726, 0.000, 3.390)
H (-0.967, -1.774, 5.140)
H (-1.036, -4.991, 2.343)
H (0.619, -5.153, 0.673)
H (1.837, -3.851, 0.498)
H (-1.732, -4.662, -0.085)
H (-2.268, -1.470, -2.889)
H (0.209, -0.644, -3.884)
H (1.309, -0.393, -2.508)
H (-0.744, 1.337, -4.492)
H (-1.405, 4.458, -1.669)
H (-1.262, 4.176, 0.532)
H (0.404, 3.577, 0.589)
H (-2.976, 3.101, 1.860)
H (-1.719, 0.249, 4.788)
H (-3.896, -0.001, 5.210)
H (-4.938, 1.238, 5.896)
H (-3.197, 1.323, 6.154)
H (-4.888, 0.419, 2.981)
H (-4.983, 2.038, 2.298)
H (-5.948, 1.627, 3.719)
H (-3.205, 3.653, 5.245)
H (-4.962, 3.522, 5.084)
H (-3.981, 4.032, 3.709)
H (-2.178, 2.754, -5.846)
H (-0.420, 2.946, -5.943)
H (-1.484, 4.245, -6.473)
H (-3.510, 4.070, -4.172)
H (-2.835, 5.518, -4.932)
H (-2.728, 5.301, -3.185)
H (0.754, 4.577, -4.319)
H (-0.228, 5.617, -3.304)
H (-0.277, 5.816, -5.059)
H (2.385, -4.067, -1.809)
H (3.619, -2.771, -1.931)
H (2.268, -2.825, -3.088)
H (-4.393, -1.644, -2.169)
H (-4.490, -2.256, -0.527)
H (-5.599, -2.866, -1.761)
H (-3.368, -3.174, -4.017)
H (-4.662, -4.326, -3.669)
H (-2.974, -4.841, -3.600)
H (-3.964, -4.694, -0.028)
H (-3.368, -5.742, -1.327)
H (-5.029, -5.154, -1.354)
H (-1.334, -6.152, 4.226)
H (-2.458, -6.155, 5.590)
H (-0.845, -5.443, 5.763)
H (-3.221, -5.061, 2.894)
H (-3.738, -3.431, 3.311)
H (-4.278, -4.812, 4.286)
H (-1.851, -3.281, 6.562)
H (-3.444, -4.019, 6.399)
H (-3.103, -2.486, 5.594)
C (7.161, 0.450, 1.204)
C (5.811, 0.250, 0.564)
S (4.458, 0.443, 1.613)
C (5.701, -0.050, -0.762)
C (6.918, -0.257, -1.622)
S (4.201, -0.285, -1.573)
H (7.023, 0.618, 2.270)
H (7.674, 1.316, 0.774)
H (7.799, -0.424, 1.064)
H (7.730, 0.415, -1.344)
H (6.664, -0.106, -2.668)
H (7.268, -1.286, -1.507)
N (4.523, 3.863, -0.165)
C (3.983, 3.170, -1.222)
S (2.425, 2.603, -1.092)
N (4.812, 3.069, -2.297)
C (4.683, 2.460, -3.538)
C (5.796, 2.522, -4.384)
C (5.769, 1.974, -5.650)
C (4.625, 1.338, -6.103)
C (3.531, 1.244, -5.258)
C (3.540, 1.805, -3.995)
H (3.881, 4.015, 0.596)
H (5.199, 4.596, -0.324)
H (5.743, 3.438, -2.135)
H (6.700, 3.002, -4.033)
H (6.650, 2.041, -6.276)
H (4.595, 0.922, -7.101)
H (2.646, 0.722, -5.588)
H (2.667, 1.719, -3.374)

**Charge**: -1
**Kohn-Sham gap (spin up / spin down)**: 4.98 / 5.78 eV
**Expectation value of S²**: 0.981
**2S+1**: 2
**E_LUMO (spin up / spin down)**: 1.2 / 1.9 eV
**Relative energy (zero: lowest compared OMol25 entry of this formula, charge and spin)**: 0.0000 eV

---

Which molar mass belongs to each record? In order, 877.176 1046.484 g/mol.